No. 1
21
Properties=species:S:1:pos:R:3 method="wB97M-V/def2-TZVPD" multiplicity=1 e_homo_ev=-8.404 charge=0 e_lumo_ha=0.0204 gap_ev=8.960
C -2.27380 -0.79441 -1.52706
C -2.66247 -0.14567 -0.29160
C -1.48409 0.71207 0.22651
C -0.30206 -0.16602 0.75850
C 0.89096 0.50128 1.40363
C 4.10538 -0.19103 -0.10131
O 0.79494 1.71425 1.78848
F 3.47883 -0.88772 -1.02577
F 4.90512 0.71950 -0.64680
I 5.37106 -1.55843 1.00238
H -3.09391 -1.45989 -1.94164
H -2.13112 -0.00587 -2.16239
H -1.36487 -1.46966 -1.61782
H -3.61700 0.33143 -0.56811
H -2.71253 -0.91138 0.47763
H -0.99804 1.30916 -0.49216
H -1.89244 1.25927 1.13852
H -0.51325 -0.85772 1.50495
H 0.15776 -0.67976 -0.10953
H 3.38918 0.40728 0.59087
H -0.04765 2.17332 1.59274

---

No. 2
76
Properties=species:S:1:pos:R:3 method="wB97M-V/def2-TZVPD" multiplicity=1 e_homo_ev=-17.032 charge=+3 e_lumo_ha=-0.4064 gap_ev=5.974
Ta -0.78313 -0.52057 0.95619
C 1.28614 2.63516 0.22940
C 2.34923 1.60369 -0.11708
As 1.93311 -0.17214 0.58673
C 2.58151 -0.31904 2.38653
C 2.44838 0.77459 3.24290
C 2.84459 0.65861 4.56568
C 3.35163 -0.54733 5.03574
C 3.46575 -1.63953 4.18524
C 3.07367 -1.53405 2.85921
C 2.84792 -1.41663 -0.55300
C 4.22526 -1.56228 -0.39977
C 4.92979 -2.36560 -1.28425
C 4.26541 -3.00656 -2.32189
C 2.89467 -2.84320 -2.48485
C 2.18268 -2.04483 -1.60438
As -0.51035 1.96913 -0.15118
C -1.66474 3.35160 0.53702
C -2.84121 3.09326 1.23565
C -3.60505 4.14603 1.71658
C -3.20038 5.45640 1.49872
C -2.03230 5.71608 0.79371
C -1.26112 4.66790 0.31384
C -0.68185 1.88634 -2.06099
C -1.49728 2.79953 -2.71974
C -1.61297 2.73099 -4.10141
C -0.92393 1.75704 -4.81247
C -0.11466 0.84284 -4.14794
C 0.00497 0.90186 -2.76880
H 1.43102 3.53837 -0.36288
H 1.29537 2.92296 1.28062
H 3.32779 1.88850 0.27163
H 2.44413 1.47256 -1.19529
H 2.06436 1.72431 2.88828
H 2.76707 1.51063 5.22773
H 3.66047 -0.63445 6.06873
H 3.86453 -2.57499 4.55370
H 3.17070 -2.38955 2.20366
H 4.75300 -1.04987 0.39514
H 5.99857 -2.48149 -1.16645
H 4.81965 -3.62514 -3.01497
H 2.38440 -3.33173 -3.30425
H 1.11370 -1.92247 -1.74600
H -3.20406 2.08172 1.38482
H -4.52113 3.94257 2.25486
H -3.79935 6.27480 1.87441
H -1.71863 6.73525 0.61303
H -0.35956 4.89311 -0.24174
H -2.03458 3.56295 -2.16987
H -2.23942 3.44297 -4.62151
H -1.01565 1.71099 -5.88923
H 0.42454 0.08971 -4.70700
H 0.64364 0.18618 -2.25912
F -5.36073 0.95552 -1.51010
C -4.54657 -0.02476 -1.16767
C -3.27702 0.30304 -0.71854
C -2.38184 -0.70419 -0.34895
C -2.78256 -2.06531 -0.47586
C -4.07167 -2.33138 -0.92403
F -4.48840 -3.58436 -1.04051
C -4.97048 -1.33375 -1.26701
C -1.77580 -3.10317 -0.17757
C -1.86018 -4.44099 -0.51370
C -0.80968 -5.29610 -0.20128
C 0.31456 -4.80210 0.44300
C 0.35469 -3.46340 0.74610
N -0.65401 -2.62022 0.43529
H -3.03724 1.35527 -0.70143
H -5.96434 -1.58408 -1.61657
H -2.73435 -4.82022 -1.01498
H -0.87815 -6.34504 -0.45961
H 1.14544 -5.43839 0.71107
H 1.20453 -3.04417 1.26499
Se -1.72548 0.48787 3.05781
C -0.78808 -1.06814 3.34054
N -0.13889 -2.01910 3.18525

---

No. 3
62
Properties=species:S:1:pos:R:3 method="wB97M-V/def2-TZVPD" multiplicity=6 e_homo_ev="-2.786 / -4.522" charge=-1 e_lumo_ha="0.0926 / 0.0925" gap_ev="5.307 / 7.041"
Mn 0.42092 -0.42281 -0.42601
O 1.43619 0.38654 1.03949
N 1.57060 0.82285 2.28037
C 2.86128 0.89725 2.68976
C 3.20644 1.34050 3.93044
C 2.16717 1.72585 4.79098
C 0.87536 1.63489 4.36840
C 0.50267 1.15446 3.07713
S -1.10247 1.04641 2.56696
H 3.56136 0.57380 1.93543
H 4.24701 1.38273 4.21264
H 2.38695 2.09619 5.78427
H 0.05450 1.92819 5.00654
C -1.03840 5.22291 -0.79487
C -0.13716 4.42109 -0.09905
C -0.10612 3.05285 -0.29563
C -0.98280 2.43698 -1.20149
C -1.87914 3.24856 -1.91246
C -1.90040 4.61814 -1.70165
N -0.89959 1.06053 -1.37168
N -1.72230 0.57992 -2.30768
C -1.47610 -0.76773 -2.55421
C -2.28204 -1.42404 -3.49954
C -2.10529 -2.77034 -3.75847
C -1.11997 -3.49298 -3.08530
C -0.31588 -2.83774 -2.15523
C -0.48449 -1.49193 -1.87771
H -1.06197 6.29342 -0.63882
H 0.54886 4.86731 0.61133
H 0.59323 2.43530 0.24961
H -2.54566 2.78236 -2.62366
H -2.60545 5.22527 -2.25933
H -3.03796 -0.84505 -4.01760
H -2.73451 -3.26288 -4.49095
H -0.97761 -4.54796 -3.28457
H 0.45685 -3.40060 -1.64079
C 4.34962 -0.57525 -3.26816
C 4.08982 -1.63207 -2.40320
C 2.94621 -1.61939 -1.61266
C 2.04287 -0.55856 -1.66080
C 2.31789 0.49497 -2.53109
C 3.45936 0.48857 -3.32860
H 5.23632 -0.58416 -3.89107
H 4.77784 -2.46887 -2.34599
H 2.76694 -2.45406 -0.94082
H 1.63133 1.33320 -2.59941
H 3.65034 1.31740 -4.00160
C -3.63742 -2.06383 2.96966
N -2.35305 -2.22619 2.34498
C -1.18808 -2.75548 3.01738
C -0.07535 -2.43312 2.01687
O 1.08484 -2.73749 2.15762
N -0.63567 -1.73462 0.97096
C -1.93403 -1.61869 1.21743
N -2.77335 -0.97579 0.38950
H -3.92765 -2.99367 3.46072
H -4.39421 -1.84702 2.21852
H -3.62803 -1.25675 3.70783
H -1.26512 -3.83225 3.18102
H -0.98991 -2.25265 3.96681
H -2.34262 -0.45400 -0.37081
H -3.58300 -0.53050 0.78830

---

No. 4
13
Properties=species:S:1:pos:R:3 method="wB97M-V/def2-TZVPD" multiplicity=1 e_homo_ev=-13.319 charge=+1 e_lumo_ha=-0.1573 gap_ev=9.039
O 0.48032 0.97260 0.03497
C -0.90084 0.80898 0.40175
C -1.50602 -0.37720 -0.32678
O -2.82813 -0.50521 0.13959
H 0.57246 1.41280 -0.82850
H -1.43479 1.73746 0.16804
H -0.92586 0.64971 1.48584
H -0.91020 -1.28030 -0.10902
H -1.47526 -0.19724 -1.41440
H -3.25572 -1.24454 -0.29960
Ba 2.77324 0.18210 1.07105
O 4.54494 -0.63157 -0.11420
H 4.86587 -1.52760 -0.20875

---

No. 5
119
Properties=species:S:1:pos:R:3 method="wB97M-V/def2-TZVPD" multiplicity=1 e_homo_ev=-2.764 charge=-2 e_lumo_ha=0.1330 gap_ev=6.384
Rb 0.18679 -0.74467 0.68837
C 1.80098 0.85621 -4.24159
C 2.58014 1.99225 -4.10291
C 3.05095 2.33417 -2.84486
C 2.71320 1.52724 -1.76432
N 1.95208 0.43704 -1.89118
C 1.51390 0.10950 -3.10700
C 3.18763 1.86213 -0.38372
C 4.47663 2.33052 -0.16879
C 4.84725 2.64686 1.12827
C 3.93781 2.46795 2.15314
C 2.67838 1.95730 1.85182
N 2.30975 1.68188 0.59842
C 1.66689 1.67796 2.92474
C 2.03972 1.46034 4.24228
C 1.05186 1.17625 5.17279
C -0.26658 1.11912 4.76291
C -0.54379 1.33589 3.42092
N 0.39912 1.61420 2.52234
H 1.40129 0.55898 -5.20328
H 2.80662 2.61670 -4.96041
H 3.63962 3.23058 -2.69059
H 0.89852 -0.78360 -3.15454
H 5.17064 2.42525 -0.99431
H 5.84263 3.02104 1.33909
H 4.19797 2.71651 3.17440
H 3.08320 1.42428 4.52653
H 1.32466 0.95209 6.19747
H -1.06627 0.87672 5.45163
H -1.55970 1.28198 3.03574
O 0.25232 -4.16561 0.39274
C 0.47753 -5.22963 -0.29935
C 0.49782 -6.52732 0.28452
C 0.78930 -7.65759 -0.46214
C 1.10598 -7.57772 -1.82379
C 1.10250 -6.31297 -2.41611
C 0.79121 -5.16961 -1.69741
C 0.78566 -3.80805 -2.34872
O 1.23174 -2.81488 -1.49207
N -0.60479 -3.50728 -2.78754
N -0.98086 -2.24620 -2.90028
C -2.02004 -1.92367 -3.56614
C -2.45574 -0.51800 -3.65757
Br -1.84479 0.58813 -2.26468
C -3.26865 -0.13692 -4.64118
C -3.80513 1.16359 -5.09150
C -3.48083 2.42012 -4.56300
C -4.00371 3.58068 -5.12248
C -4.86730 3.52479 -6.20925
C -5.20667 2.28466 -6.73921
C -4.67774 1.12835 -6.18646
H 0.88126 -3.14019 -0.60595
H 0.29092 -6.59041 1.34899
H 0.79106 -8.62689 0.02758
H 1.34300 -8.46439 -2.39841
H 1.36320 -6.21101 -3.46901
H 1.43504 -3.80792 -3.22811
H -1.09934 -4.23124 -3.28974
H -2.59295 -2.66293 -4.13314
H -3.55596 -0.96413 -5.29076
H -2.82111 2.50065 -3.70953
H -3.73688 4.53517 -4.68517
H -5.27201 4.43509 -6.63648
H -5.88471 2.21651 -7.58280
H -4.94330 0.16307 -6.60845
N 3.90116 -7.16033 0.95273
C 3.63401 -5.88333 1.48752
C 3.41854 -4.80703 0.63659
C 3.08607 -3.56664 1.15344
C 2.96576 -3.38949 2.52640
C 3.23662 -4.44440 3.38785
C 3.58292 -5.68218 2.86972
S 2.43486 -1.80801 3.11326
O 2.96789 -1.65018 4.45207
O 2.94013 -0.88398 2.10280
N 0.85038 -1.66531 3.03634
C -0.00963 -2.66615 3.37506
N 0.41810 -3.77814 4.02207
C -0.44824 -4.76828 4.16137
C -1.76468 -4.69292 3.74108
C -2.13729 -3.47062 3.20117
N -1.31181 -2.45196 3.02716
H 3.44701 -7.28658 0.05771
H 3.61530 -7.90119 1.57370
H 3.44630 -4.95694 -0.43894
H 2.89616 -2.73793 0.48273
H 3.14099 -4.28890 4.45530
H 3.76937 -6.51913 3.53740
H -0.07087 -5.66739 4.64848
H -2.45793 -5.51446 3.84421
H -3.16719 -3.29516 2.90127
O -0.51458 3.48304 -0.14966
C -1.66075 3.86498 0.58597
C -2.51725 2.58634 0.86033
O -3.58566 2.73919 1.47713
O -1.90774 1.52711 0.56237
C -2.41694 4.91041 -0.24240
C -3.65221 4.66542 -0.83419
C -4.27214 5.64291 -1.60877
C -3.66583 6.87528 -1.81188
C -2.42120 7.12365 -1.23982
C -1.81026 6.14979 -0.46079
C -1.22778 4.45175 1.93591
C -2.15632 5.04892 2.78864
C -1.76320 5.54356 4.02496
C -0.43467 5.44501 4.43299
C 0.49251 4.85153 3.58850
C 0.09705 4.36035 2.34555
H -0.50136 2.51195 -0.01751
H -4.14267 3.71635 -0.66114
H -5.23711 5.43337 -2.05619
H -4.15417 7.63362 -2.41398
H -1.93207 8.07940 -1.39328
H -0.84570 6.34643 -0.00123
H -3.19470 5.09566 2.47953
H -2.49969 5.99572 4.68069
H -0.13140 5.81744 5.40471
H 1.52731 4.75240 3.89882
H 0.80672 3.87616 1.68546

---

No. 6
21
Properties=species:S:1:pos:R:3 method="wB97M-V/def2-TZVPD" multiplicity=1 e_homo_ev=-3.018 charge=-1 e_lumo_ha=0.1273 gap_ev=6.481
C 1.83105 -0.63509 1.27075
C 2.22012 0.31270 -1.04694
C 0.42666 1.22850 0.22377
C -2.51749 -1.11755 -0.59693
C 1.13339 -0.08095 -0.00476
N -3.35485 0.45932 1.05456
N -2.56627 -0.46909 0.75348
O -4.27356 0.79075 0.15903
H 2.89197 -0.74670 1.12581
H 1.61957 0.20361 1.96109
H 1.45637 -1.59946 1.65612
H 2.98308 1.02163 -0.78490
H 1.59701 0.94111 -1.61749
H 2.73341 -0.49906 -1.71302
H 0.29240 1.86091 -0.67678
H -0.49087 1.19689 0.72055
H 1.19317 1.86526 0.86967
H -1.58874 -1.82719 -0.57341
H -3.43074 -1.70967 -0.78893
H -2.63117 -0.48487 -1.46880
H 0.47551 -0.71106 -0.52286

---

No. 7
19
Properties=species:S:1:pos:R:3 method="wB97M-V/def2-TZVPD" multiplicity=1 smiles=CCCN.CO e_homo_ev=-9.512 charge=0 e_lumo_ha=0.0362 gap_ev=10.498
C -0.20749 -2.43294 -1.59329
O 0.44948 -2.31858 -0.36097
H -1.08366 -3.06658 -1.46473
H -0.53256 -1.46448 -1.99201
H 0.43688 -2.89054 -2.35389
C 0.82648 0.87357 0.83178
C -0.55923 1.08201 0.24403
C -1.59054 1.51654 1.28722
N 1.70163 0.21038 -0.16673
H 1.28308 1.81943 1.13629
H 0.78093 0.23515 1.71426
H -0.91631 0.18733 -0.26507
H -0.44531 1.85991 -0.51935
H -1.58981 0.85090 2.14872
H -1.37602 2.52995 1.63119
H -2.58492 1.52513 0.84385
H 0.97548 -1.49700 -0.32559
H 1.79223 0.77567 -1.00753
H 2.63966 0.20415 0.21182

---

No. 8
19
Properties=species:S:1:pos:R:3 method="wB97M-V/def2-TZVPD" multiplicity=1 smiles="C1=CCCC1.NP" e_homo_ev=-9.099 charge=0 e_lumo_ha=0.0331 gap_ev=9.999
C 2.32623 0.63953 -0.40628
C 1.75859 0.48368 1.04224
C 1.41354 -0.23525 -1.09671
C 1.25222 -0.98104 1.14717
C 0.80110 -1.14725 -0.32863
N -3.10364 -1.25483 -0.67447
P -2.99377 0.17874 0.32291
H 2.27461 1.59327 -0.88386
H 3.39372 0.26035 -0.51810
H 2.43380 0.74333 1.92497
H 0.81387 1.03238 1.03820
H 1.15396 -0.14929 -2.17728
H -4.34083 0.56097 0.28490
H 2.12461 -1.62150 1.45165
H 0.46120 -1.15398 1.83027
H 0.15415 -1.86955 -0.55389
H -2.78706 -2.08328 -0.18211
H -2.30216 -1.06722 -1.14094
H -3.02130 0.93206 -0.84608

---

No. 9
36
Properties=species:S:1:pos:R:3 method="wB97M-V/def2-TZVPD" multiplicity=1 e_homo_ev=-7.621 charge=0 e_lumo_ha=-0.0269 gap_ev=6.888
H 1.28049 -0.06011 0.51435
H 0.18444 0.95955 0.56705
H 0.31885 -0.59278 -2.13342
H 0.02615 -0.15617 -3.55984
H 3.84212 -4.14040 -0.25905
H 3.45323 -2.70555 -0.38702
H 3.84381 3.13654 -0.61880
H 3.00804 1.97844 -0.56658
H -0.20036 0.94907 2.42422
H 0.32801 -0.52832 2.65239
H -4.62670 0.05978 -0.07149
H -3.47032 -0.77338 -0.29013
H -2.51982 -1.76940 2.28565
H -3.83332 -1.25374 2.11861
H -0.43371 4.05092 0.81808
H -1.14206 3.82919 -0.51003
H 3.22897 -0.43695 3.66340
H 3.84091 0.11568 2.39240
H -3.55293 1.66869 -0.68777
H -2.02237 1.53615 -0.50103
H 2.58081 0.03992 -3.35455
H 2.22406 -0.55579 -2.00789
H -3.21168 -2.82059 -0.90154
H -2.81472 -1.63754 -1.91775
O 0.39575 0.03219 0.38405
O 0.63229 -0.77073 -3.00773
O 3.19949 -3.56923 -0.06255
O 2.96912 2.95214 -0.41865
O 0.58285 0.37546 2.72243
O -3.86539 -0.31316 0.45911
O -3.37931 -1.66521 2.78366
O -0.77330 4.44519 0.03165
O 3.90252 -0.69497 2.93929
O -2.79636 1.27218 -1.03792
O 2.32087 -0.79815 -2.98526
O -3.52042 -2.15888 -1.47731

---

No. 10
45
Properties=species:S:1:pos:R:3 method="wB97M-V/def2-TZVPD" multiplicity=1 e_homo_ev=-9.543 charge=0 e_lumo_ha=-0.0169 gap_ev=9.084
H -1.47044 -0.50982 -0.01292
H -0.02835 -0.80897 -0.10927
H -3.68107 -0.53535 1.89752
H -4.77931 0.48347 2.42237
H -0.01136 3.16212 1.96966
H 0.38896 2.06400 3.17253
H 2.34928 -2.67402 2.57063
H 3.09980 -3.28957 1.26654
H -3.50396 1.67115 -1.28400
H -2.32037 1.94655 -0.37736
H -0.63343 -2.47002 -1.17264
H -1.66697 -3.46845 -1.33390
H 1.79523 -2.43490 -0.23803
H 1.47142 -3.92601 0.36520
H -0.09948 -0.09138 3.94491
H -1.34611 0.41940 4.48168
H -3.59969 1.96220 -3.24775
H -2.79879 1.85538 -4.42417
H -1.84143 -3.10149 0.83638
H -0.85795 -1.88185 0.76302
H 0.92196 1.14386 -0.51526
H 1.00157 2.19555 0.59245
H 4.44948 -0.05031 -1.65093
H 3.67159 1.24579 -1.81023
H 2.52672 -0.49533 -0.38235
H 3.74707 -0.43556 0.67863
H 0.39876 4.07124 -1.20406
H 0.99697 2.87179 -1.56239
H 0.56190 1.34887 -3.33686
H 0.91616 -0.00778 -2.88181
O -0.58089 -0.04881 -0.20800
O -4.55907 -0.39261 2.08071
O 0.05369 2.99662 2.94064
O 3.07657 -3.32296 2.22889
O -3.07873 1.37173 -0.47183
O -0.85167 -3.24451 -1.71172
O 1.94101 -3.37299 -0.37165
O -0.38549 0.65191 4.40083
O -2.94212 1.38165 -3.64824
O -1.52196 -2.36265 0.30324
O 0.78488 1.20424 0.42217
O 3.55472 0.29339 -1.79890
O 2.79191 -0.19570 0.45864
O 1.22893 3.82811 -1.53838
O 0.83005 0.95202 -2.50399